This record from the Open Molecules 2025 dataset describes a molecular structure, C3H2F2OS. The level of theory is ωB97M-V/def2-TZVPD.

Orbital gap in eV: 9.087
Calculated total energy in hartree: -788.5689
ΔE to the lowest compared entry with this formula, charge and spin in kcal per mole: 51.5
F_max in eV/Å: 9.9
Charge: 0
LUMO energy in eV: -0.23

Last column: Löwdin charge in e.
Geometry (Å):
C -0.6465 -0.2812 0.0125  -0.59
C 0.6340 -0.6709 0.3007  0.01
C -0.1542 1.0670 -0.4001  -0.73
H 1.3029 -1.4785 -0.3248  0.21
H 0.9500 -0.8887 1.2529  0.11
O 1.1165 0.6567 -0.3040  -0.01
F -1.3387 -0.0032 1.0692  0.18
F -1.3349 -1.0629 -0.9325  0.09
S -0.5291 2.6617 -0.6737  0.73